*P*
Below is C35H33N5O7V as an isolated structure, with properties calculated with ωB97M-V/def2-TZVPD.

```
81
C35H33N5O7V ωB97M-V/def2-TZVPD
V 0.06356 0.00067 0.20431
O 1.60466 4.87286 -3.82575
O 0.40097 -3.57256 2.16568
O -1.09443 0.31086 -1.82079
O -3.35132 4.05893 0.51273
O 2.68998 3.48250 -0.50484
O 0.51350 -1.44274 1.47760
O -3.02526 -0.15471 -2.84831
N 1.31020 0.90490 1.48435
N 0.27474 3.70945 -1.91730
N 0.68855 1.67888 -0.84871
N -1.15384 2.99549 -0.25945
N -1.20738 -1.66061 -0.25107
C -2.13588 -0.36608 -2.02565
C -1.14196 -2.72872 0.54253
C 0.02454 -2.61125 1.49957
C 2.89889 2.52760 -1.45189
C 2.42500 2.33880 2.79929
C 4.13680 1.43262 -3.19954
C 3.22257 -0.34341 0.39725
C -2.56128 0.15760 1.64185
C 0.20684 5.78540 -0.60879
C -3.18256 2.73668 0.89920
C -2.20453 -1.59658 -1.13066
C -4.56482 4.68403 0.82605
C 4.03292 2.43360 -2.24328
C 3.12220 0.50895 -3.36067
C 1.23587 5.69920 -2.78766
C 0.55343 5.04809 -1.73379
C -4.10195 2.00779 1.62508
C -0.03253 2.73919 -0.95206
C 2.33261 5.41876 -4.88921
C 3.70111 4.42051 -0.26328
C -3.12157 -3.68174 -0.38868
C -1.96185 2.14972 0.50977
C -1.61492 0.85294 0.88534
C 1.17841 1.87875 2.42692
C 1.84912 1.59094 -1.62028
C 0.49819 7.13872 -0.54132
C -3.78070 0.70568 1.98558
C 1.98613 0.58639 -2.56956
C -3.19068 -2.57050 -1.21849
C 3.36621 1.59651 2.06558
C -2.05684 -3.77194 0.49358
C 2.64431 0.71937 1.28421
C -0.12120 2.30442 3.04065
C 1.14303 7.77146 -1.58336
C 1.51626 7.04782 -2.71012
H 2.43302 -0.99453 0.00865
H 4.66693 3.94326 -0.07701
H -4.49732 5.69504 0.41999
H 3.39731 4.95628 0.63256
H 2.02328 7.55705 -3.51531
H 3.24846 5.91172 -4.54413
H 0.20907 7.69876 0.33545
H -5.05305 2.42132 1.92169
H -2.32903 -0.84271 1.99249
H -1.91741 -4.61188 1.15616
H 4.44038 1.66537 2.12622
H 3.20812 -0.26724 -4.10777
H 1.16189 -0.10109 -2.70739
H 2.59571 4.57773 -5.53076
H 0.77283 3.32079 -2.71001
H -4.71719 4.73774 1.90950
H -0.76260 1.43520 3.19196
H -4.49906 0.12758 2.54996
H 5.02124 1.38717 -3.81849
H -1.65580 3.82280 -0.55889
H 0.06432 2.77344 4.00846
H 1.72955 6.13651 -5.45667
H 2.63143 3.10674 3.52490
H 4.84202 3.13879 -2.12622
H 1.39200 8.81949 -1.52003
H -3.98949 -2.42853 -1.93157
H 3.78772 5.12564 -1.10088
H 3.92346 -0.95823 0.97047
H 3.77528 0.09429 -0.44096
H -3.87573 -4.45692 -0.42608
H -0.25558 5.29583 0.23305
H -0.65269 3.02440 2.41472
H -5.41432 4.16292 0.37216
```

Output
LUMO level (spin up / spin down) ... 2.290 / 2.289 eV
Spin multiplicity ... 3
Expectation value of S² ... 2.015
Charge ... -1
HOMO-LUMO gap (spin up / spin down) ... 0.2238 / 0.2238 Eh

Atom charges from the Mulliken analysis, given in e for atoms 1 to 8:
1 V -0.0986
2 O -0.3295
3 O -0.7853
4 O -0.4031
5 O -0.3493
6 O 0.5910
7 O -0.6288
8 O -0.8361

---

*Q*
Below is C35H33N5O7V as an isolated structure, with properties calculated with ωB97M-V/def2-TZVPD.

```
81
C35H33N5O7V ωB97M-V/def2-TZVPD
V 1.64248 -0.77084 0.31870
O -0.66615 1.01465 -4.21930
O 0.42854 2.52739 -0.38981
O 3.49782 -0.69257 0.68181
O -2.50168 2.52816 -1.01605
O 5.19737 -0.26937 2.07617
O -0.26366 3.98788 1.17096
O 0.91055 -1.28823 2.58743
N -2.49037 0.00592 -0.26783
N 2.16575 1.39087 1.41996
N -0.74107 0.16870 -1.72070
N 1.51001 -2.83743 0.14474
N -0.31414 -0.14581 0.56232
C -0.75260 0.19005 1.86385
C -1.98933 1.51876 3.45965
C 3.50023 1.68558 3.39301
C -1.13413 0.05995 -0.45450
C 3.20088 1.06236 2.19732
C 1.70643 -0.17707 -1.64450
C 2.65862 2.71003 3.80791
C 4.07671 -0.05129 1.65653
C -0.66579 -2.98186 -1.12675
C -5.30465 1.33496 -3.05913
C 0.54715 0.65164 -3.63133
C 0.54915 0.22773 -2.30089
C 1.72887 0.72207 -4.34054
C 2.88436 -0.09441 -2.39498
C -5.37000 0.02680 -2.60364
C 0.44527 3.06159 0.72649
C -1.42433 0.81119 4.50378
C 1.55129 -2.00550 3.63302
C -4.42766 -0.42238 -1.68673
C 0.40364 -3.55143 -0.25579
C -2.24610 3.84611 -1.47823
C -0.11040 -0.44448 2.93634
C -0.46885 -0.16652 4.24507
C -1.17319 0.00738 -5.08510
C -3.45274 0.43284 -1.20696
C -4.33863 2.21209 -2.58121
C 2.90882 0.34627 -3.71000
C 0.47941 -4.84867 0.18314
C 2.31441 -3.73358 0.83365
C 1.63796 3.11217 2.97003
C 3.72775 -3.47601 1.25606
C 1.70654 -4.96308 0.88198
C 1.43800 2.45720 1.75324
C -3.42718 1.77634 -1.62363
C -1.64865 1.21511 2.14797
H -0.48227 -0.18000 -5.91097
H 0.98455 3.94385 3.18700
H 4.36685 1.36267 3.95039
H -1.95519 3.82165 -2.53151
H 2.31041 -2.61295 3.15467
H -4.30505 3.23540 -2.92456
H -6.01657 1.68801 -3.79379
H -2.03266 1.81618 1.33728
H -1.41351 -2.39744 -0.58599
H -1.69238 1.03453 5.52747
H 4.35804 -3.19135 0.41207
H 2.82385 3.21177 4.75432
H 4.12002 -4.40578 1.67538
H 0.01056 -0.68258 5.06295
H -0.25076 -2.34440 -1.90989
H 0.83022 -2.65553 4.13502
H 3.87776 -2.68869 1.99512
H 2.00368 -1.31226 4.34724
H 1.71445 1.07598 -5.36375
H -1.47709 0.36904 -2.38322
H 3.84725 0.40377 -4.24643
H -6.12762 -0.64861 -2.97452
H -2.80072 -0.34877 0.62136
H -1.19434 -3.80364 -1.61450
H -1.42424 4.19654 -0.85960
H 3.81668 -0.38634 -1.92379
H 2.13912 -5.84961 1.32130
H -0.25003 -5.61776 -0.01685
H -3.13313 4.47310 -1.34314
H -4.42687 -1.45119 -1.34974
H -1.33031 -0.92831 -4.53717
H -2.67383 2.33323 3.64804
H -2.12356 0.36829 -5.47372
```

Output
LUMO level (spin up / spin down) ... 2.478 / 2.478 eV
Spin multiplicity ... 3
Expectation value of S² ... 2.014
Charge ... -1
HOMO-LUMO gap (spin up / spin down) ... 0.2532 / 0.2529 Eh

Atom charges from the Mulliken analysis, given in e for atoms 1 to 8:
1 V 0.3134
2 O -0.5282
3 O -0.5708
4 O -0.2395
5 O 0.0516
6 O -0.7528
7 O -0.8487
8 O -0.1519

---

Most favorable structure: *Q*. The second most favorable one is 0.268 eV above it.

---

*P*
Below is CH2O3PS as an isolated structure, with properties calculated with ωB97M-V/def2-TZVPD.

```
8
CH2O3PS ωB97M-V/def2-TZVPD
S -0.21374 -0.45719 2.03497
P -1.01214 -0.81685 0.08434
O -0.93327 1.94469 -0.13829
O -0.00517 -1.76848 -0.52607
O 1.00116 0.93293 -1.27457
C -0.56593 0.89137 -0.37478
H 0.94374 -0.00150 -1.15925
H 0.78536 -0.72497 1.35366
```

Output
LUMO level ... 3.543 eV
Charge ... -1
HOMO-LUMO gap ... 0.2764 Eh

Electronic structure analysis, natural (NBO) charges in units of e:
1 S -0.4078
2 P 0.9665
3 O -0.5232
4 O -1.1649
5 O -0.9127
6 C 0.4585
7 H 0.4553
8 H 0.1284

---

*Q*
Below is an isolated ion of composition CH2O3PS and charge -1, with properties calculated with ωB97M-V/def2-TZVPD.

```
8
CH2O3PS ωB97M-V/def2-TZVPD
S -1.27652 0.42368 1.67465
P -0.68848 0.98820 -0.45087
O 1.90004 0.36202 0.31218
O -1.54989 0.12248 -1.33526
O 0.83745 -1.28792 -0.88581
C 0.92338 -0.02903 -0.28813
H -0.15884 0.62855 2.31617
H 0.01287 -1.20798 -1.34292
```

Output
LUMO level ... 3.692 eV
Charge ... -1
SMILES string ... O=C(O)P([O-])S
HOMO-LUMO gap ... 0.2712 Eh

Electronic structure analysis, natural (NBO) charges in units of e:
1 S -0.5237
2 P 0.9763
3 O -0.6362
4 O -1.1920
5 O -0.7215
6 C 0.4736
7 H 0.1227
8 H 0.5009

---

*R*
Below is an isolated ion of composition CH2O3PS and charge -1, with properties calculated with ωB97M-V/def2-TZVPD.

```
8
CH2O3PS ωB97M-V/def2-TZVPD
S 2.30860 0.46196 0.20778
P 0.36977 -0.57320 0.95406
O 0.17610 -1.71047 -0.14613
O -1.50502 1.45643 0.73247
O -1.55783 -0.22536 -0.81975
C -1.17759 0.45531 0.08832
H -0.27433 -1.38401 -0.98959
H 1.66030 1.51935 -0.02715
```

Output
LUMO level ... 3.587 eV
Charge ... -1
SMILES string ... O=C([O-])P(O)S
HOMO-LUMO gap ... 0.2673 Eh

Electronic structure analysis, natural (NBO) charges in units of e:
1 S -0.4907
2 P 0.7117
3 O -1.0421
4 O -0.7343
5 O -0.7228
6 C 0.6498
7 H 0.5108
8 H 0.1178

---

Most favorable structure: *Q*. The second most favorable one is 0.476 eV above it.

---

*P*
Below is a 9-piece molecular cluster, H19O9 overall, with properties calculated with ωB97M-V/def2-TZVPD.

```
28
H19O9 ωB97M-V/def2-TZVPD
O 2.22018 1.78960 0.34676
O -1.71637 -1.44136 -0.64482
O 0.57800 -0.87638 -2.49609
O 3.48636 -1.04448 -2.24529
O -1.48553 0.79877 1.66012
O -3.57742 0.40937 -0.31544
O 0.95915 1.52842 2.93441
O 0.95134 -1.67470 0.56647
O -0.04150 0.86496 -0.59901
H 0.36303 -1.18026 -3.36027
H -3.95476 1.25644 -0.54074
H -1.60384 -0.11608 2.06637
H -4.24783 -0.15278 0.02913
H -1.91099 -2.12663 0.01304
H 0.28472 0.04666 -1.08139
H 0.20903 -1.55448 -1.90025
H -2.53072 -0.95127 -0.56511
H 0.63913 1.06377 0.07424
H 0.24707 -2.17199 1.01978
H -0.85325 0.49611 -0.09358
H 1.48249 -1.45443 1.30329
H 3.14944 1.75486 0.19484
H 3.88989 -1.32464 -3.07937
H 1.04999 2.29774 3.44975
H -2.34799 1.23939 1.81245
H 2.61403 -0.88053 -2.63550
H 2.13533 1.82728 1.33952
H 0.01101 1.57665 2.74670
```

Output
LUMO level ... -3.425 eV
Charge ... +1
HOMO-LUMO gap ... 0.3696 Eh

Atom charges from the natural (NBO) analysis, given in e for atoms 1 to 8:
1 O -0.9881
2 O -0.9696
3 O -0.9703
4 O -0.9399
5 O -0.9726
6 O -0.9743
7 O -0.9613
8 O -0.9415

---

*Q*
Below is a 9-piece molecular cluster, H19O9 overall, with properties calculated with ωB97M-V/def2-TZVPD.

```
28
H19O9 ωB97M-V/def2-TZVPD
O 0.39118 -0.32507 3.50970
O -0.28899 -1.39395 -2.68848
O -1.00644 0.01692 0.79863
O 0.54810 3.63872 -1.56293
O -1.83531 2.86484 -0.57317
O 1.08482 -2.86879 2.66617
O -1.98017 0.46865 -1.81413
O 2.15890 -3.60016 -0.17491
O 0.88188 2.16879 0.42877
H 1.63094 -3.55904 2.28415
H 0.98649 2.40886 -0.56287
H -2.76861 2.91487 -0.36896
H -0.37298 -0.58773 2.99322
H -0.86520 -0.68087 0.16020
H 0.22288 1.40068 0.41509
H 0.22387 -1.50711 -1.88102
H 2.64211 -3.57606 -1.00359
H 1.51935 -2.03433 2.46705
H -1.61726 2.12970 -1.16700
H 1.64479 -4.40990 -0.13934
H 1.60452 1.57555 0.62671
H 1.10118 4.09119 -2.20271
H -0.03032 4.27377 -1.12349
H -2.69978 0.26228 -1.21875
H 0.43837 -1.08755 4.09935
H -0.32564 -2.28424 -3.03202
H -1.71514 -0.16908 -2.48876
H -1.57355 -0.13096 1.55308
```

Output
LUMO level ... -3.510 eV
Charge ... +1
HOMO-LUMO gap ... 0.3905 Eh

Atom charges from the natural (NBO) analysis, given in e for atoms 1 to 8:
1 O -0.9396
2 O -0.9474
3 O -0.9881
4 O -0.9712
5 O -1.0099
6 O -0.9638
7 O -1.0102
8 O -0.9638

---

Most favorable structure: *P*. The second most favorable one is 0.988 eV above it.

---

*P*
Below is a 9-piece molecular cluster, H19O9 overall, with properties calculated with ωB97M-V/def2-TZVPD.

```
28
H19O9 ωB97M-V/def2-TZVPD
O 0.32688 2.09094 1.40320
O 0.91782 -0.40495 -3.36518
O 0.05619 -0.04983 0.02211
O 2.52185 1.13988 -0.85820
O -1.23387 0.29707 2.81175
O -1.14224 1.55536 -1.14983
O -1.98916 -1.45933 -0.94526
O -2.44612 -1.42734 1.16685
O 1.76760 -2.56599 0.36013
H 0.56200 2.94043 1.49573
H -0.85778 1.07769 2.50293
H -2.08787 -0.69220 1.69982
H 0.75385 0.09505 -0.49916
H -0.69962 2.40095 -1.26808
H -0.62138 -0.77981 -0.37193
H -2.37957 -1.76317 -0.11698
H 3.16160 0.58028 -0.30620
H 1.31016 -1.39092 -3.27247
H -0.53085 0.86628 0.35620
H -2.11534 1.79351 -1.54120
H -2.60187 -0.87534 -1.43754
H 2.70161 1.80386 -0.16660
H 1.66334 0.25836 -3.34770
H -2.43068 -2.09992 1.92018
H -0.72433 0.08991 3.48409
H 2.62626 -1.84324 0.44238
H 2.25933 -3.25835 -0.32529
H 1.23218 1.62082 1.30622
```

Output
LUMO level ... -3.785 eV
Charge ... +1
HOMO-LUMO gap ... 0.3786 Eh

Atom charges from the natural (NBO) analysis, given in e for atoms 1 to 8:
1 O -0.9374
2 O -0.9650
3 O -0.8757
4 O -0.9195
5 O -0.9317
6 O -0.9557
7 O -0.9683
8 O -0.9589

---

*Q*
Below is H19O9 as an isolated structure, with properties calculated with ωB97M-V/def2-TZVPD.

```
28
H19O9 ωB97M-V/def2-TZVPD
O -3.11528 0.54657 -0.18310
O -0.56475 0.00398 -0.03091
O 3.81167 0.33088 -1.73099
O 0.31207 2.43292 -2.02255
O -4.50513 -1.78967 0.38771
O 1.47832 -0.97687 -0.77552
O 0.23760 0.83557 2.34410
O -1.57115 -2.08793 0.92145
O 3.66795 0.68727 0.72511
H -0.36704 3.09805 -1.77800
H -1.81222 -2.65173 1.74775
H -0.80473 0.00780 0.87253
H -2.33377 -2.15816 0.14596
H 1.09035 2.51676 -1.41691
H -1.18716 0.06608 -0.73480
H 1.51948 0.05048 -1.04203
H 0.95472 0.10528 2.38640
H 0.47418 -0.70490 -0.11727
H -3.36543 -0.31530 -0.67489
H 4.21656 0.00223 1.39411
H -3.49574 1.19804 -0.77380
H -3.85210 -2.47194 0.40074
H -4.35123 -1.08253 0.96277
H 4.59876 0.75572 -1.84314
H 0.09521 1.01700 3.35146
H 3.29908 0.74595 -1.02569
H 1.15059 -1.29833 -1.82334
H 4.41922 1.13679 0.33286
```

Output
LUMO level ... -3.509 eV
Charge ... +1
HOMO-LUMO gap ... 0.3918 Eh

Atom charges from the natural (NBO) analysis, given in e for atoms 1 to 8:
1 O -0.9686
2 O -0.8920
3 O -0.9435
4 O -0.9636
5 O -0.9279
6 O -0.8437
7 O -0.9674
8 O -0.9822

---

*R*
Below is a 9-piece molecular cluster, H19O9 overall, with properties calculated with ωB97M-V/def2-TZVPD.

```
28
H19O9 ωB97M-V/def2-TZVPD
O -0.09211 3.38901 -1.36176
O 1.89227 -1.04523 2.43308
O 1.02858 2.66596 1.57185
O -0.50817 -0.94399 -3.07237
O 0.09204 -2.76835 1.08005
O -1.37088 2.04120 0.41043
O -2.48504 -2.31532 -0.78389
O 0.19140 0.07572 0.98006
O 1.52454 -0.26765 -1.18198
H -1.30996 2.55878 1.23300
H 2.30561 -0.71399 -1.30897
H 0.90329 -3.17830 0.54592
H -3.15764 -1.67167 -0.52090
H 1.47771 -0.86639 3.37048
H -1.08697 -0.47415 -3.74295
H -0.14692 0.99843 0.55344
H -2.26281 1.73008 0.19604
H 0.27786 -0.77872 0.21279
H 1.42550 2.25912 0.77838
H 0.98191 -0.35267 1.69611
H -0.64865 -3.20035 0.81044
H -2.61727 -3.21446 -0.86485
H -0.96955 3.70135 -1.59234
H 1.66538 2.63443 2.19316
H -0.62828 -1.81460 -3.23482
H 1.03097 -0.33222 -2.01898
H 0.23686 3.80678 -0.61295
H 2.25033 -1.92280 2.23153
```

Output
LUMO level ... -3.067 eV
Charge ... +1
HOMO-LUMO gap ... 0.3796 Eh

Atom charges from the natural (NBO) analysis, given in e for atoms 1 to 8:
1 O -0.9461
2 O -0.9275
3 O -0.9499
4 O -0.9533
5 O -0.9464
6 O -0.9454
7 O -0.9903
8 O -0.9828

---

Most favorable structure: *R*. The second most favorable one is 1.577 eV above it.

---

*P*
Below is one molecule with the formula C5H7OP, with properties calculated with ωB97M-V/def2-TZVPD.

```
14
C5H7OP ωB97M-V/def2-TZVPD
P -2.41338 -0.59723 0.22427
O 0.22942 -0.99431 -0.19708
C 0.11799 0.31550 0.14573
C 1.49097 -1.33969 -0.02453
C 2.28033 -0.25162 0.16671
C 1.38357 0.80504 0.36962
C -1.31729 0.89723 0.00554
H -1.44373 1.31385 -1.07686
H -2.06853 -1.18002 -0.98499
H 1.85918 1.77556 0.57977
H 3.30040 -0.33140 0.42240
H 1.58144 -2.41544 -0.33412
H -3.68584 0.14727 -0.01195
H -1.31452 1.85526 0.71549
```

Output
LUMO level ... 0.977 eV
Charge ... 0
SMILES string ... PCc1ccco1
HOMO-LUMO gap ... 0.3481 Eh

Atom charges from the natural (NBO) analysis, given in e for atoms 1 to 8:
1 P 0.3121
2 O -0.4231
3 C 0.2645
4 C 0.0954
5 C -0.3176
6 C -0.3199
7 C -0.7402
8 H 0.2358

---

*Q*
Below is one molecule with the formula C5H7OP, with properties calculated with ωB97M-V/def2-TZVPD.

```
14
C5H7OP ωB97M-V/def2-TZVPD
P 2.34683 0.13777 -0.34838
O 3.64881 0.22315 0.30318
C -2.23112 0.29847 0.08103
C -0.73054 0.29105 0.08937
C -0.04216 1.43050 0.10741
C -0.06937 -1.00013 0.24468
C 1.23620 -1.19989 0.01274
H -2.64285 0.28682 -0.99881
H -2.50495 -0.59593 0.48786
H -0.29760 2.43032 0.04709
H -2.48367 1.18522 0.68076
H 1.78032 -2.19112 0.36463
H -0.56089 -1.85697 0.59087
H 2.55099 0.56074 -1.66244
```

Output
LUMO level (spin up / spin down) ... -0.418 / -0.420 eV
Charge ... 0
HOMO-LUMO gap (spin up / spin down) ... 0.2916 / 0.2918 Eh

Atom charges from the natural (NBO) analysis, given in e for atoms 1 to 8:
1 P 1.5948
2 O -1.0295
3 C -0.6223
4 C -0.1845
5 C -0.2579
6 C -0.0982
7 C -0.6452
8 H 0.2196

---

Most favorable structure: *P*. The second most favorable one is 1.774 eV above it.